(1)
The following is a quantum chemistry calculation of 7 unconnected molecules or ions with the total composition C40H79BN3O23 at a distorted geometry, from the OMol25 dataset.

Properties
Total energy ... -3490.99650 Eh
Charge ... +1
Strongest force on any atom ... 4.01 eV/A

XYZ file:
```
146
C40H79BN3O23 (ωB97M-V/def2-TZVPD)
O 1.64490 -2.79276 4.84843
O 8.57666 0.60067 4.71132
O 3.02910 -2.98020 6.62400
O -7.46673 0.19228 -4.83832
O -6.00710 -0.36719 -3.21023
O 1.97561 0.48089 -0.59343
O 10.25606 0.55088 3.36894
O -2.14869 -11.75661 6.00126
O 0.94293 0.16656 1.23231
O 4.08404 3.72510 -3.73188
O -1.87871 -7.28710 9.51147
O -3.38598 -10.56608 4.53444
O -8.09245 -0.19612 -2.70276
O 2.86067 2.09992 -4.72665
O 8.18696 0.29110 2.50739
O -0.28573 0.55691 -0.64313
O -2.84470 -5.40587 9.91669
O -4.09136 -7.29023 9.95110
O -0.02452 9.69222 -5.88976
O 3.89123 -2.67753 4.67711
O 1.52147 10.76144 -7.03136
O -1.33725 -9.91911 5.22587
O 1.88081 3.58728 -7.10078
N -1.47311 3.53482 -4.15901
N -1.41639 5.31706 -5.55695
N -0.05769 3.50582 -5.94021
C -0.96294 4.09718 -5.18947
C -1.43176 -8.80729 4.33372
C 2.74342 -2.81158 5.34099
C -9.46797 0.04023 -3.05440
C 1.36003 -4.58383 7.40998
C 3.74246 -2.56676 3.25904
C -2.39417 -10.73266 5.19219
C 1.48616 11.03304 -4.69970
C 7.16865 0.50553 4.97481
C 2.49369 4.64083 -9.20581
C 2.01094 4.55116 -4.90570
C -0.76458 -1.42264 1.93943
C -4.00461 -4.63485 10.26424
C -3.14657 -13.67165 4.85978
C -0.32268 6.28662 -5.74736
C 2.06820 0.69751 -2.00259
C -2.48791 4.14463 -3.31439
C 1.17305 4.31608 -6.17376
C 0.72361 5.68609 -6.65025
C -0.94857 7.54543 -6.28662
C -4.84760 3.96601 -2.75565
C 2.50803 10.05908 -4.15139
C 2.90784 4.26550 -7.80922
C -3.17922 -12.75629 6.06384
C 0.02605 8.58105 -6.77752
C -3.04527 -6.71767 9.80504
C 1.90074 -3.17429 7.49454
C -7.22168 -0.09448 -3.69719
C 8.93022 0.46455 3.43878
C -1.92231 -8.71528 9.43901
C 0.76263 0.40938 -0.05242
C 1.03654 10.51343 -6.00691
C -0.21586 -0.02378 2.07057
C -4.97083 -0.37137 -4.19116
C -4.32458 -4.73552 11.73967
C -3.84695 3.63846 -3.60067
C 6.68994 -0.92908 4.97390
C 10.79538 0.34819 2.06104
C 2.89710 3.57692 -10.19108
C -10.08396 -1.15681 -3.74389
B 3.00784 3.39439 -4.46102
H 10.32351 1.00679 1.33690
H 2.48034 3.75156 -11.15316
H -0.27411 8.88388 -7.75399
H -1.93208 5.26654 -6.42352
H -2.45636 5.21832 -3.38015
H -3.38198 -13.12652 3.94762
H 0.57067 -4.73477 8.14573
H 7.02485 0.94451 5.95910
H -9.60876 -1.34260 -4.70526
H -5.22797 4.96440 -2.69465
H -11.14714 -0.99206 -3.91206
H 4.72288 -2.32433 2.86214
H -3.87031 -14.47732 4.97573
H 1.88815 12.00022 -4.89025
H 3.65498 1.68782 -4.37939
H 10.67273 -0.69042 1.76078
H -1.50303 7.98403 -5.49198
H -3.45197 -4.46957 12.33654
H -3.75975 -3.60720 10.00545
H 3.04238 9.55285 -4.92581
H -9.97916 0.23333 -2.11470
H 0.12888 0.13385 3.08864
H -0.96363 0.73874 1.85668
H -1.14774 -1.60752 0.94521
H -0.96250 -9.05097 9.06037
H 3.41098 -3.51554 2.84159
H 0.17850 2.59049 -5.56861
H 2.88983 5.59036 -9.50273
H -4.97280 0.55544 -4.76116
H -1.63268 7.27438 -7.06777
H -2.21929 3.88858 -2.32036
H -2.97930 -13.32412 6.96912
H 3.33280 5.08700 -7.26910
H 3.69816 3.55590 -7.91495
H 5.64452 -0.98446 5.26932
H -9.54856 0.93920 -3.66293
H -9.95619 -2.05265 -3.13621
H -5.08212 -1.22286 -4.86041
H -4.02784 -0.45824 -3.66560
H -4.15245 -12.28298 6.18130
H 1.72529 -0.17194 -2.56097
H 6.79157 -1.37495 3.98558
H -5.14632 -4.06820 11.99699
H 1.41862 4.80405 -4.04143
H 1.13010 -2.43637 7.27793
H 2.61824 2.61518 -9.81827
H -2.15285 -14.10285 4.73739
H -1.57016 -1.58255 2.65175
H -4.13116 3.05855 -4.45343
H -0.58936 -8.15962 4.55515
H 0.62105 11.06275 -4.07886
H 6.61366 1.11320 4.26142
H 1.03176 8.22669 -6.87057
H 1.42800 4.68402 -9.22079
H 1.50651 1.58214 -2.29519
H 1.58041 6.30715 -6.60604
H 0.95108 -4.78849 6.42190
H 0.32207 5.66085 -7.63847
H -1.36215 -9.14598 3.30189
H -4.60887 -5.75075 12.00928
H -1.20341 2.60411 -3.89025
H 2.15435 -5.30849 7.58939
H -2.35704 -8.25854 4.48820
H -2.07392 -9.13645 10.43061
H -4.85151 -4.93566 9.64967
H 3.96720 3.57958 -10.28671
H 0.02354 -2.15283 2.12625
H 3.04460 -1.77468 2.99786
H 2.62117 5.40415 -5.10426
H 4.01433 4.62773 -3.43675
H 0.09791 6.52474 -4.78999
H 2.26911 -2.97650 8.49785
H 7.28347 -1.52979 5.66295
H 3.20089 10.57638 -3.53109
H 11.85331 0.58065 2.12200
H -5.29639 3.25113 -2.10863
H -2.70363 -9.04896 8.76156
H 2.05124 9.31221 -3.54450
H 3.11837 0.86473 -2.21518
```

Atom charges from the Löwdin analysis, given in e for atoms 1 to 4: number 1, O, carries 0.1148; number 2, O, carries 0.0434; number 3, O, carries 0.0439; number 4, O, carries 0.1251


(2)
The following is a quantum chemistry calculation of 13 unconnected molecules or ions with the total composition C40H80Cl8O9 at a distorted geometry, from the OMol25 dataset.

Properties
Total energy ... -5930.60503 Eh
Strongest force on any atom ... 2.50 eV/A

XYZ file:
```
137
C40H80Cl8O9 (ωB97M-V/def2-TZVPD)
Cl -1.64214 -5.14861 3.50954
Cl -7.13238 -1.28018 1.20480
Cl 6.98518 1.54531 -0.01497
Cl -0.68214 -4.20043 0.98128
Cl -3.06553 -0.91871 -5.27914
Cl -4.97199 -1.03492 -0.76190
Cl -2.92755 1.62432 -3.89010
Cl 4.50089 1.81896 1.45197
O 4.77664 0.55755 -3.03004
O -3.00978 -5.23671 -1.04395
O -0.85088 -1.39647 -1.48949
O 3.43316 4.48801 -0.77472
O -2.41231 -0.14980 2.97866
O -4.62314 2.21516 -0.37161
O 2.70429 -4.32120 4.60821
O 0.99062 3.07048 -6.09716
O -0.15089 1.77932 5.15170
C 2.87291 5.17273 0.32075
C -3.08739 -0.09533 -3.70160
C 3.64874 -3.26775 4.61597
C 0.51145 -1.26757 -1.43335
C 2.86799 -1.99553 4.40396
C -2.58172 3.29966 0.05008
C 1.84966 1.47415 -4.69170
C -3.12779 -3.81106 -2.85628
C -1.42434 -0.69170 -0.37448
C 0.26495 1.83773 -6.38081
C -3.33747 -0.41951 5.20819
C 0.58206 0.65047 4.59292
C -2.97759 -5.19803 -3.36771
C -5.72996 -0.31937 0.63261
C 1.05302 3.97020 -0.61973
C 0.63942 0.83517 -5.25960
C 1.40009 5.34494 0.02690
C -3.12499 0.57034 4.02723
C -3.54038 4.34833 -0.39538
C 0.92703 -1.15611 0.03278
C 4.75370 -1.78811 -3.61792
C -3.55906 -3.99142 -1.43754
C 1.80032 1.17214 3.77869
C -3.55852 2.27489 0.57883
C 4.19342 -0.68082 -2.61972
C -4.69472 3.52073 -1.02964
C 1.48481 -3.87818 4.07159
C 6.17183 -1.33415 -3.66757
C -1.89062 -5.18115 1.78953
C -2.50539 -1.62624 4.84990
C 2.40798 3.60342 -1.30509
C 0.25351 2.95728 4.43969
C -2.46027 -1.52382 3.33331
C 1.72952 -2.49973 3.49201
C 6.00517 0.17610 -3.72855
C -0.23112 -0.32489 0.54296
C 1.17455 2.53377 3.30223
C -2.44186 -5.93764 -2.12886
C 5.31399 2.20762 -0.05540
C 1.58330 2.96993 -4.83544
H 3.45308 6.10075 0.47228
H -3.98539 -5.63578 -3.62186
H 2.48066 3.52588 -4.83145
H -3.97308 2.65334 1.51616
H 0.97730 3.36614 -4.02401
H 0.78388 3.26359 0.15841
H 6.69323 -1.57473 -4.62855
H -4.06933 -0.35998 -3.31822
H 2.71337 2.58484 -1.03200
H 2.49200 3.63528 -2.36802
H -1.77103 -6.21020 1.44911
H 5.31511 3.29777 -0.05210
H -1.84400 3.73640 0.70933
H -0.03244 0.76455 0.50723
H 2.99766 4.57312 1.24275
H 3.45087 -1.14703 3.99977
H 0.69156 3.61573 5.21704
H -2.13216 -3.35981 -2.80990
H 0.53432 2.47495 2.42234
H 0.82058 -2.23102 -1.84635
H -5.68349 3.91665 -0.83221
H -5.01398 -0.22638 1.46212
H -0.14485 0.74558 -4.49080
H 2.00822 1.12189 -3.67427
H 0.71721 -3.84982 4.78245
H -1.59569 -2.02345 2.93223
H -4.58747 3.33551 -2.09388
H -4.08052 0.94542 3.58525
H 4.78585 1.72421 -0.92540
H 2.38902 -1.67339 5.32891
H -1.89547 0.17699 -0.84846
H 2.00622 0.51988 2.93909
H -3.19550 5.05372 -1.13587
H -2.23000 -5.29986 -4.19309
H 0.76680 -0.00299 5.45799
H 1.11721 -4.56335 3.35994
H 1.24924 6.18981 -0.63390
H -2.16030 -1.30877 0.15529
H -6.10984 0.64176 0.34938
H 0.88179 -0.39184 -2.03476
H -3.12710 1.29161 0.73057
H -2.51048 1.43290 4.28233
H 4.52485 -0.92054 -1.58148
H 2.72995 1.22208 -5.24378
H 4.37940 -3.47363 3.81729
H 6.78502 -1.63097 -2.80829
H -4.67495 -4.09521 -1.39917
H -2.36034 -0.46256 -2.98227
H 0.26018 4.02832 -1.35257
H 2.68631 1.32051 4.37502
H 4.51928 -2.80357 -3.24885
H 5.89376 0.57605 -4.76408
H 0.73613 -0.18442 -5.68878
H 0.83757 -1.86612 3.61367
H 3.09262 -0.58449 -2.62201
H -1.32229 -5.88306 -2.10139
H 0.73706 5.50013 0.87858
H -0.81417 2.06654 -6.36853
H 1.90822 -0.72387 0.20708
H 0.62429 1.50735 -7.35738
H -2.88584 -4.81675 1.55151
H -0.43583 -0.51554 1.58322
H -2.71846 -6.99316 -2.08690
H 0.91155 -2.12679 0.49835
H 1.93953 3.31288 3.16174
H 2.01976 -2.50737 2.44106
H -3.78556 -3.25571 -3.50824
H -3.94002 4.85952 0.50990
H 4.14567 -3.29449 5.59213
H -4.37997 -0.61807 5.38455
H -0.09527 0.16334 3.89510
H -3.34017 -3.29832 -0.61390
H -1.48426 -1.58231 5.28666
H 4.29564 -1.66492 -4.58891
H -3.29887 -2.05325 2.88126
H -2.95284 -2.56223 5.20056
H 6.86591 0.66926 -3.27924
H -0.57170 3.55189 4.07913
H -2.11424 2.87446 -0.85825
H -3.03924 0.09153 6.11549
```

Atom charges from the Löwdin analysis, given in e for atoms 1 to 4: number 1, Cl, carries 0.5996; number 2, Cl, carries 0.5001; number 3, Cl, carries 0.4911; number 4, Cl, carries 0.6174


(3)
The following is a quantum chemistry calculation of 10 unconnected molecules or ions with the total composition C40H80O18 at a distorted geometry, from the OMol25 dataset.

Properties
Total energy ... -2925.81250 Eh
Charge ... +1
Multiplicity ... 2
Strongest force on any atom ... 6.86 eV/A

XYZ file:
```
138
C40H80O18 (ωB97M-V/def2-TZVPD)
O -9.13739 1.15597 -8.04342
O -10.66246 5.89848 -20.80708
O -11.07458 2.72340 -12.66647
O -17.61902 2.03906 -15.73389
O -12.73493 0.72402 -21.03446
O -7.43861 4.51449 -11.60855
O -16.08716 5.68278 -11.04666
O -6.65804 4.59408 -16.25541
O -15.06706 0.66453 -11.34578
O -11.07719 0.53907 -9.22346
O -9.61144 4.81166 -19.32894
O -12.78641 -3.96513 -14.91512
O -14.77540 -3.00609 -15.58186
O -12.55396 1.01509 -23.22342
O -13.00732 -1.10527 -22.49084
O -9.59758 -1.01756 -8.75515
O -12.98478 -2.62571 -16.72916
O -11.91969 4.45291 -19.61204
C -7.87488 5.81321 -9.79276
C -15.13294 -0.59849 -11.94206
C -8.10106 3.68632 -10.64611
C -12.93541 0.09040 -22.19961
C -11.76661 6.50189 -21.43834
C -12.54725 0.75936 -18.70732
C -5.05935 3.04812 -15.37023
C -15.06423 6.63362 -10.89173
C -11.69020 1.82778 -9.19809
C -15.98522 -0.86340 -9.81581
C -10.81598 5.03986 -19.90228
C -8.87876 4.70161 -9.85372
C -4.58630 3.53131 -16.63495
C -7.15412 5.73541 -11.06525
C -5.65027 4.35834 -17.22507
C -9.81303 0.34158 -8.68325
C -9.36686 3.89583 -18.26100
C -10.60009 -2.01225 -16.38112
C -8.65067 -1.60997 -7.95100
C -11.90638 1.17835 -14.21250
C -13.28165 0.16230 -19.86138
C -13.73156 5.93668 -11.07165
C -14.09054 4.59611 -11.68898
C -13.44190 -3.24619 -15.69552
C -12.57277 2.45928 -23.01949
C -6.02375 4.22618 -15.04687
C -18.34697 0.90467 -16.15005
C -15.04484 -1.55437 -10.80204
C -16.07743 0.31418 -15.87133
C -15.44795 -3.25678 -14.39859
C -12.07052 1.75276 -12.84870
C -15.48214 4.31900 -11.44334
C -10.74640 1.95472 -14.80158
C -11.57622 -2.71833 -17.28570
C -15.56852 0.60057 -10.00333
C -8.29000 -2.94396 -8.47147
C -16.19982 1.82399 -15.80590
C -11.60355 6.59506 -22.94568
C -17.47248 -0.27518 -15.76118
C -10.57995 3.19070 -13.92019
H -11.48488 5.57261 -23.30430
H -16.41345 1.24996 -9.77422
H -12.06262 2.21680 -8.25042
H -16.41178 -3.73705 -14.56729
H -15.80231 -1.21951 -8.80199
H -11.55867 2.84482 -22.91421
H -15.49871 -2.31223 -13.85696
H -8.33386 3.54950 -18.29355
H -10.54537 -2.48447 -15.40024
H -13.06432 2.83656 -23.91623
H -17.03264 -0.89511 -10.11581
H -3.68976 4.14585 -16.55339
H -12.03073 7.50122 -21.09240
H -9.56890 3.59037 -13.84178
H -7.26001 6.42355 -11.90391
H -15.90011 3.87299 -12.34584
H -5.40145 5.37306 -17.53574
H -8.82725 -3.76671 -7.99970
H -13.76691 4.71545 -12.72297
H -19.24722 0.95198 -15.53735
H -11.18579 4.00247 -14.32279
H -12.64363 1.83342 -18.54848
H -11.23035 -3.75200 -17.28477
H -8.58820 -3.01275 -9.51763
H -11.53775 0.16295 -14.06696
H -15.23599 6.99367 -9.87734
H -10.64658 7.00988 -23.26228
H -12.63326 5.90371 -21.15689
H -6.08516 5.62628 -10.88217
H -13.17555 2.84839 -22.19891
H -5.54368 5.15025 -14.72481
H -9.84836 4.92356 -10.29949
H -10.89599 2.14079 -15.86513
H -8.72600 2.88645 -11.04331
H -16.04157 -0.54421 -12.54169
H -6.18469 3.83669 -18.01903
H -11.46984 0.62208 -18.61539
H -7.20358 -3.02874 -8.44709
H -11.81569 0.99386 -12.10895
H -12.73620 1.23095 -14.91729
H -9.00081 -1.63224 -6.91901
H -12.97065 0.53634 -17.72799
H -12.54307 1.63001 -9.84740
H -17.68806 -1.05501 -16.49160
H -15.89798 2.32177 -14.88438
H -9.77959 1.49954 -14.58666
H -14.80907 -3.86645 -13.75966
H -11.51202 -2.41925 -18.33190
H -9.58086 4.31131 -17.27628
H -9.88956 2.94327 -18.34773
H -15.63442 0.04130 -16.82913
H -5.63076 2.12259 -15.29975
H -11.03999 -1.03867 -16.16492
H -7.31187 3.17184 -10.09785
H -7.84208 -0.88531 -8.04671
H -8.36224 6.74403 -9.50268
H -15.40594 -0.02001 -15.08042
H -15.18174 7.46709 -11.58428
H -15.75206 2.35448 -16.64625
H -17.87938 -0.63482 -14.81609
H -14.35566 0.33230 -19.93684
H -9.24632 4.16460 -8.97929
H -15.53548 3.63433 -10.59690
H -15.47205 -2.50090 -11.13323
H -4.33825 2.71417 -17.31233
H -7.19214 5.59811 -8.97075
H -14.07856 -1.81119 -10.36793
H -13.09889 2.08386 -12.70401
H -14.75552 0.91305 -9.34797
H -13.46872 3.83233 -11.22200
H -13.22267 5.80257 -10.11712
H -13.28078 -0.92762 -19.87420
H -13.10231 6.46279 -11.78953
H -4.16973 3.05410 -14.74045
H -6.71369 4.09315 -14.21356
H -14.23049 -0.63777 -12.55211
H -11.10375 2.59929 -9.69705
H -12.46304 7.11003 -23.37485
H -18.64183 1.01880 -17.19319
H -9.64553 -1.83861 -16.87787
```

Atom charges from the Löwdin analysis, given in e for atoms 1 to 4: number 1, O, carries 0.0899; number 2, O, carries 0.0838; number 3, O, carries -0.1533; number 4, O, carries -0.1524